{"formula": "C29H34CsN3O8", "method": "ωB97M-V with the def2-TZVPD basis set", "symbols": ["Cs", "O", "C", "O", "C", "C", "C", "C", "C", "O", "C", "C", "O", "O", "H", "H", "H", "H", "H", "H", "H", "H", "C", "N", "C", "C", "C", "N", "C", "C", "O", "H", "H", "H", "H", "H", "H", "H", "H", "H", "H", "H", "H", "C", "C", "C", "C", "C", "C", "N", "C", "C", "C", "C", "C", "C", "C", "O", "O", "C", "C", "H", "H", "H", "H", "H", "H", "H", "H", "H", "H", "H", "H", "H", "H"], "positions_angstrom": [[0.460473, 2.326965, 2.987209], [-1.594553, 0.473375, 6.350550], [-1.421582, 1.210057, 5.356796], [-0.458100, 1.984197, 5.148144], [-2.504023, 1.009851, 4.244187], [-2.013199, -0.166538, 3.378982], [-3.171250, -0.716523, 2.514495], [-3.210152, 0.329967, 1.373788], [-2.184258, 1.346381, 1.894746], [-1.177446, 0.477148, 2.420100], [-2.756817, 2.067722, 3.133018], [-2.225707, 3.523825, 3.348885], [-1.298387, 3.904155, 2.585233], [-2.838738, 4.210007, 4.182662], [-3.416795, 0.751794, 4.777202], [-1.468438, -0.923521, 3.939786], [-4.100860, -0.761164, 3.083946], [-2.942269, -1.714087, 2.135824], [-4.196405, 0.770085, 1.217309], [-2.856973, -0.101804, 0.435457], [-1.774382, 2.011774, 1.139191], [-3.834270, 2.206599, 3.023888], [2.413970, -0.674560, 1.006705], [3.824687, -0.355375, 1.187234], [4.757815, -1.435825, 0.959596], [6.128441, -0.882440, 0.615546], [6.551620, 0.047264, 1.737008], [5.538005, 1.053677, 1.947980], [5.949082, 2.221499, 2.689846], [4.175971, 0.826330, 1.755117], [3.358493, 1.690855, 2.053655], [2.265334, -1.193948, 0.061396], [1.828891, 0.234430, 0.970221], [2.041839, -1.296174, 1.828740], [4.367574, -2.039598, 0.139486], [4.831886, -2.082926, 1.846790], [6.061318, -0.317782, -0.316575], [6.853342, -1.688140, 0.487435], [7.488066, 0.555028, 1.484381], [6.732298, -0.531175, 2.657253], [6.699013, 2.785034, 2.125293], [6.381222, 1.940725, 3.658392], [5.076934, 2.846143, 2.854750], [-4.952561, -0.767088, -1.487712], [-3.807932, -1.680354, -1.850195], [-3.684387, -2.886792, -1.171893], [-2.618058, -3.728235, -1.441460], [-1.684529, -3.362704, -2.386577], [-1.787887, -2.159487, -3.094075], [-0.799442, -1.947716, -4.073868], [-0.280612, -0.649157, -4.405730], [-0.358478, -0.194554, -5.715249], [0.199176, 1.028386, -6.061768], [0.838241, 1.793796, -5.094689], [0.925069, 1.329107, -3.789917], [0.382184, 0.099593, -3.437397], [0.598344, -0.497773, -2.031323], [1.337120, -1.517154, -2.052339], [0.031111, 0.073629, -1.090011], [-2.879244, -1.310329, -2.830981], [-3.043589, 0.020177, -3.522256], [-5.506170, -1.176629, -0.643579], [-5.649552, -0.640762, -2.320755], [-4.581933, 0.218923, -1.202640], [-4.407675, -3.152518, -0.409662], [-2.497483, -4.653180, -0.890388], [-0.822466, -3.995485, -2.567025], [-0.003149, -2.531781, -3.844530], [-0.865754, -0.798739, -6.458591], [0.133818, 1.383937, -7.083975], [1.268246, 2.753915, -5.356987], [1.418370, 1.919986, -3.026848], [-2.703947, -0.017953, -4.552061], [-2.453975, 0.783065, -3.005179], [-4.084525, 0.340546, -3.521983]], "atomic_forces_ev_per_a": [[5.226, 0.198, -1.818], [0.012, 0.036, -0.110], [-0.528, -0.264, 0.530], [-1.055, -0.262, 2.101], [0.262, 0.001, 0.244], [-0.568, -0.405, 0.228], [0.091, 0.043, -0.023], [0.133, -0.037, 0.001], [-0.788, 0.131, -0.487], [-0.872, -1.297, -0.239], [0.286, 0.204, 0.056], [-0.901, 0.452, 0.059], [-1.634, 1.558, -0.423], [0.009, -0.230, 0.066], [-0.010, -0.030, -0.038], [0.104, 0.057, -0.054], [0.008, -0.035, 0.019], [-0.010, 0.011, -0.018], [0.008, 0.021, 0.032], [0.024, 0.020, 0.033], [0.080, -0.076, 0.032], [0.001, -0.049, -0.040], [-0.139, -0.007, 0.047], [-0.058, -0.130, -0.085], [0.124, 0.050, -0.050], [-0.086, 0.034, 0.145], [-0.035, -0.043, -0.122], [0.042, -0.003, -0.001], [-0.091, -0.067, -0.034], [0.056, 0.301, 0.043], [0.276, -0.143, -0.030], [-0.004, -0.024, -0.034], [-0.036, 0.044, -0.009], [0.016, 0.022, 0.004], [-0.022, -0.014, 0.019], [-0.024, -0.044, -0.033], [0.029, -0.023, -0.025], [-0.008, -0.011, 0.011], [0.000, -0.002, 0.023], [0.037, 0.010, -0.010], [0.015, 0.001, 0.027], [-0.004, 0.026, 0.008], [0.012, 0.022, 0.020], [0.071, -0.010, -0.063], [-0.069, -0.146, 0.075], [-0.020, 0.004, 0.043], [0.021, 0.038, -0.036], [0.065, -0.017, 0.025], [-0.224, -0.108, 0.162], [-0.041, 0.016, -0.285], [0.042, 0.030, 0.068], [-0.012, 0.065, 0.023], [0.009, 0.029, -0.070], [-0.028, 0.018, 0.043], [-0.060, 0.070, -0.010], [0.151, -0.138, 0.236], [-0.121, 0.060, -0.320], [-0.054, 0.029, 0.160], [0.163, -0.068, -0.051], [0.165, 0.077, -0.088], [0.054, -0.069, 0.062], [0.004, 0.016, 0.023], [-0.002, 0.032, 0.001], [-0.091, 0.003, -0.018], [-0.007, 0.040, 0.006], [0.003, -0.009, -0.014], [0.002, 0.020, -0.008], [0.000, -0.005, 0.043], [-0.020, -0.046, 0.052], [-0.004, -0.006, 0.007], [0.003, -0.007, -0.010], [-0.006, -0.012, 0.006], [0.008, 0.026, -0.073], [0.005, 0.038, -0.054], [0.011, -0.020, 0.001]], "de_lowest_kj_mol": 269.7, "orbital_gap_ev": 6.30, "homo_energy_ev": -2.560, "total_charge": -2, "spin_multiplicity": 1}

{"formula": "C29H34N3O2", "method": "ωB97M-V with the def2-TZVPD basis set", "symbols": ["C", "C", "C", "C", "O", "C", "C", "C", "C", "C", "C", "C", "C", "O", "C", "C", "C", "C", "C", "H", "H", "H", "H", "H", "H", "H", "H", "H", "H", "H", "H", "H", "H", "H", "C", "N", "C", "C", "N", "C", "C", "C", "C", "C", "C", "C", "N", "C", "C", "H", "H", "H", "H", "H", "H", "H", "H", "H", "H", "H", "H", "H", "H", "H", "H", "H", "H", "H"], "positions_angstrom": [[5.557150, 1.746473, 4.445015], [4.091272, 2.003089, 4.812647], [3.331589, 1.447648, 3.646004], [4.258993, 0.703459, 2.861332], [5.557608, 0.919475, 3.211243], [3.825513, -0.340816, 2.016740], [2.464452, -0.550943, 1.989257], [1.570089, 0.537413, 2.299391], [0.322080, 0.693452, 1.577636], [-0.714004, -0.310241, 1.613822], [-1.729469, -0.484283, 2.607808], [-2.789653, -1.321801, 2.333666], [-2.883996, -1.965457, 1.077417], [-4.142123, -2.375895, 0.779046], [-4.990963, -2.128627, 1.963301], [-4.073828, -1.577178, 3.050962], [-1.820884, -1.960473, 0.164772], [-0.774281, -1.128763, 0.458407], [2.000309, 1.487792, 3.278407], [6.117967, 2.666004, 4.234054], [6.087600, 1.161731, 5.208614], [3.857395, 1.440941, 5.736589], [3.827353, 3.048361, 4.991577], [4.559164, -0.947025, 1.480837], [2.067489, -1.497185, 1.619211], [0.016581, 1.724059, 1.309679], [-1.711435, 0.072292, 3.553141], [-5.776666, -1.420811, 1.656614], [-5.444145, -3.091905, 2.237961], [-3.906451, -2.349128, 3.814895], [-4.464245, -0.685573, 3.551814], [-1.876971, -2.522826, -0.761750], [0.014271, -0.974167, -0.262463], [1.336467, 2.232919, 3.734554], [2.416139, -0.680743, -1.127975], [2.121671, -0.550013, -2.542258], [2.794839, -1.526158, -3.400817], [0.896279, -0.059135, -2.917300], [0.019223, 0.315793, -2.000446], [-1.302394, 0.573058, -2.529881], [-2.419608, 0.819836, -1.534617], [-2.378106, 1.919792, -0.673422], [-3.481736, 2.176789, 0.142682], [-4.628621, 1.377910, 0.065370], [-4.603895, 0.201374, -0.691733], [-3.514982, -0.054434, -1.518352], [0.767715, 0.048461, -4.297306], [1.834071, 0.661598, -5.071615], [-0.426268, -0.274929, -5.038117], [1.897366, 0.134123, -0.615356], [2.093567, -1.660864, -0.722422], [3.500596, -0.603281, -0.969419], [3.651501, -1.084277, -3.922940], [3.173613, -2.354581, -2.782479], [2.106265, -1.926536, -4.159635], [-1.318262, 1.419075, -3.261456], [-1.663676, -0.304372, -3.092566], [-1.486163, 2.548111, -0.660673], [-3.442824, 3.014503, 0.842277], [-5.540233, 1.639252, 0.610323], [-5.438649, -0.498561, -0.668859], [-3.502308, -0.950688, -2.138304], [2.646434, 0.984034, -4.407961], [2.248903, -0.031346, -5.824915], [1.445647, 1.544955, -5.611505], [-0.885273, -1.213445, -4.682074], [-1.158305, 0.545665, -4.988059], [-0.186755, -0.402975, -6.100388]], "atomic_forces_ev_per_a": [[0.416, 0.166, -0.236], [-0.332, 0.132, 0.462], [-0.293, -0.427, -0.149], [0.770, -0.367, 0.793], [-1.964, -0.016, -0.048], [0.407, 0.412, 0.359], [-0.485, -0.063, -0.763], [-1.398, 0.320, -0.417], [1.172, 0.401, 3.747], [-0.998, -2.266, -1.752], [0.868, 0.635, -0.029], [0.213, -0.158, -1.448], [0.113, 0.904, -0.111], [0.288, -0.434, 0.874], [-0.115, -0.236, -0.692], [0.088, -0.108, 0.947], [-1.183, -0.620, 0.703], [0.674, 0.678, 0.659], [1.599, 0.984, -0.454], [-0.140, -0.355, -0.066], [-0.149, 0.205, -0.349], [-0.141, 0.256, -0.461], [0.344, -0.040, 0.041], [-0.377, -0.129, 0.478], [-0.027, 0.470, -0.417], [0.315, -0.477, 0.081], [0.054, -0.115, -0.441], [0.306, -0.258, 0.068], [0.105, 0.406, -0.133], [-0.119, 0.240, -0.014], [-0.036, -0.167, -0.148], [0.036, 0.150, 0.096], [-0.275, -0.188, -0.107], [0.106, -0.476, -0.332], [0.087, 0.168, -0.234], [0.397, -0.395, 0.309], [0.132, -0.115, -0.088], [-1.060, 0.880, 0.853], [1.104, -1.187, -1.346], [-1.038, 0.331, -0.662], [0.370, 0.050, 0.077], [-0.492, -0.569, 0.095], [0.009, 0.221, -0.024], [0.149, -0.411, 0.223], [-0.104, 0.538, -0.258], [0.214, 0.431, 0.263], [0.281, -0.074, 0.043], [0.211, 0.206, -0.227], [-0.688, 0.043, -0.383], [0.256, -0.259, 0.010], [-0.038, 0.356, -0.158], [-0.239, 0.080, -0.051], [-0.085, -0.087, 0.077], [-0.201, 0.233, -0.187], [0.250, 0.103, 0.345], [0.120, -0.339, 0.591], [0.178, 0.419, 0.245], [-0.261, -0.040, 0.020], [-0.175, -0.113, -0.306], [0.449, -0.081, 0.022], [0.125, 0.288, -0.082], [0.003, 0.209, 0.089], [-0.296, -0.040, -0.247], [-0.116, 0.172, 0.239], [0.158, -0.276, 0.233], [0.184, 0.423, -0.232], [0.042, -0.500, -0.261], [0.233, -0.123, 0.271]], "de_lowest_kj_mol": 443.2, "orbital_gap_ev": 4.91, "homo_energy_ev": -10.168, "total_charge": 1, "spin_multiplicity": 1}

{"formula": "C29H34N5O2", "method": "ωB97M-V with the def2-TZVPD basis set", "symbols": ["C", "C", "N", "C", "C", "N", "C", "C", "O", "H", "H", "H", "H", "H", "H", "H", "H", "H", "H", "C", "N", "C", "O", "C", "C", "C", "C", "C", "C", "C", "C", "N", "C", "C", "C", "C", "C", "C", "C", "C", "N", "C", "C", "C", "C", "C", "H", "H", "H", "H", "H", "H", "H", "H", "H", "H", "H", "H", "H", "H", "H", "H", "H", "H", "H", "H", "H", "H", "H", "H"], "positions_angstrom": [[3.978397, 2.291297, -2.600197], [3.625048, 0.863897, -2.579380], [2.408036, 0.411452, -2.485538], [2.424860, -1.052309, -2.579333], [3.884842, -1.459456, -2.679447], [4.567167, -0.160857, -2.695895], [5.954679, -0.002583, -2.719332], [6.756814, -1.267587, -2.788683], [6.498842, 1.097843, -2.688054], [5.059477, 2.410100, -2.576314], [3.572572, 2.754798, -3.510413], [3.515439, 2.791563, -1.739589], [1.959141, -1.499854, -1.690114], [1.866197, -1.383410, -3.467504], [4.184645, -2.047789, -1.804349], [4.068503, -2.017893, -3.603419], [6.161693, -2.181727, -2.817211], [7.397647, -1.224150, -3.676145], [7.425648, -1.296871, -1.921248], [-4.940999, -0.048850, 3.308230], [-3.570874, -0.115948, 2.857438], [-2.598779, -0.654642, 3.653981], [-2.764230, -1.088735, 4.789566], [-1.289444, -0.590864, 2.866626], [-0.708693, -1.975002, 2.556719], [-0.327548, -2.733664, 3.806573], [-0.924137, -3.967806, 4.078328], [-0.661297, -4.612074, 5.287048], [0.230665, -4.039256, 6.204395], [0.869987, -2.829773, 5.901294], [0.594984, -2.178398, 4.696550], [-1.678062, 0.132978, 1.657409], [-0.783644, 0.368785, 0.680205], [-1.101313, 1.048321, -0.491004], [-0.251167, 1.284920, -1.563535], [-0.630478, 2.020973, -2.733438], [0.296784, 2.314425, -3.770688], [-0.052214, 3.101004, -4.858555], [-1.369673, 3.581328, -4.986565], [-1.783693, 4.343350, -6.128287], [-2.157949, 4.962176, -7.049868], [-2.309385, 3.282483, -3.994548], [-1.956797, 2.517804, -2.894015], [-3.119873, 0.452127, 1.593139], [-3.840360, -0.252920, 0.429650], [-3.393348, 1.964414, 1.579170], [-5.007779, -0.549103, 4.278384], [-5.271738, 0.991992, 3.412800], [-5.608155, -0.546959, 2.594876], [-0.558735, -0.003922, 3.450174], [-1.466507, -2.542711, 1.990482], [0.169968, -1.842334, 1.903776], [-1.617396, -4.384438, 3.342404], [-1.162570, -5.556574, 5.507740], [0.430027, -4.537721, 7.153959], [1.577192, -2.379824, 6.600570], [1.066609, -1.224911, 4.440129], [0.229448, 0.004920, 0.881605], [-2.116531, 1.423948, -0.560281], [0.775221, 0.916040, -1.520038], [1.298118, 1.885906, -3.674478], [0.686347, 3.352081, -5.621028], [-3.331130, 3.654598, -4.083124], [-2.710726, 2.300997, -2.139856], [-3.742645, -1.342898, 0.534026], [-4.905218, 0.017223, 0.441193], [-3.426967, 0.034619, -0.538840], [-3.013159, 2.411134, 2.507234], [-2.907250, 2.464983, 0.740724], [-4.474567, 2.139305, 1.503917]], "atomic_forces_ev_per_a": [[-0.048, 0.808, 0.140], [-1.474, -1.727, 0.036], [1.386, 0.501, -0.105], [-0.399, 0.056, -0.005], [0.203, -0.217, 0.025], [0.702, 0.324, -0.060], [0.399, 1.075, -0.028], [0.303, -0.312, -0.004], [-0.440, -1.455, -0.038], [-0.333, 0.200, -0.002], [0.126, -0.114, 0.195], [0.086, -0.098, -0.226], [-0.074, 0.128, -0.249], [-0.005, 0.158, 0.322], [0.108, 0.051, -0.306], [0.163, 0.050, 0.281], [0.218, 0.180, -0.006], [-0.144, 0.029, 0.147], [-0.138, 0.023, -0.142], [-0.480, 0.199, -0.144], [0.453, -0.288, 0.352], [-0.412, -0.206, 1.136], [0.431, 0.517, -1.742], [0.196, -0.008, 0.817], [-0.082, -0.281, -0.266], [0.056, -0.077, 0.005], [0.080, 0.375, 0.181], [0.189, 0.113, 0.005], [-0.078, 0.090, -0.281], [-0.074, -0.016, -0.176], [-0.253, -0.339, 0.126], [1.719, 0.259, -1.787], [-0.966, -0.434, 1.666], [-0.100, 0.768, -1.634], [-0.363, -0.547, 1.686], [-0.922, 0.856, -1.250], [0.039, -0.259, 0.628], [-0.292, 0.116, -0.136], [0.501, -0.457, 0.460], [-0.806, 1.510, -2.133], [0.900, -1.438, 2.120], [-0.338, -0.128, 0.311], [0.599, -0.047, -0.032], [-0.971, 0.050, 0.093], [0.164, -0.241, -0.007], [0.187, 0.081, 0.228], [0.096, 0.120, -0.239], [0.068, -0.195, 0.083], [0.107, 0.017, 0.179], [-0.313, -0.126, -0.245], [0.292, 0.138, 0.105], [-0.227, -0.093, 0.152], [0.163, 0.028, 0.357], [0.230, 0.288, 0.002], [-0.056, 0.153, -0.287], [-0.231, -0.220, -0.159], [-0.032, -0.305, 0.257], [-0.327, 0.167, -0.125], [0.449, -0.138, -0.031], [-0.123, 0.159, -0.160], [-0.383, 0.285, -0.091], [-0.240, -0.157, 0.202], [0.324, -0.111, -0.053], [0.093, 0.146, -0.280], [-0.063, 0.299, -0.023], [0.346, -0.106, 0.027], [-0.200, -0.088, 0.121], [-0.147, -0.054, -0.217], [-0.169, 0.005, 0.154], [0.328, -0.040, 0.070]], "orbital_gap_ev": 6.39, "homo_energy_ev": -11.325, "total_charge": 1, "spin_multiplicity": 1}